[1]
Computed, not measured: a cluster of 5 separate species, CH12NO4 in total at a distorted geometry, with the ωB97M-V functional and the def2-TZVPD basis.

The geometry in XYZ format:
```
18
Properties=species:S:1:pos:R:3:forces:R:3:lowdin_charge:R:1
C -0.29700 -0.24801 -2.83920 -0.90 0.45 0.30 0.16
N -1.02975 0.42076 -2.04351 0.10 0.72 -0.31 0.19
H -0.72368 -0.37039 -3.82882 0.34 -0.77 -0.02 0.12
H 0.64610 -0.62005 -2.47095 0.27 0.30 -0.34 0.10
H -0.71046 0.93693 -1.19925 0.22 -0.84 0.90 0.09
H -1.96619 0.67938 -2.32595 -0.06 0.15 -0.32 0.15
H -1.21968 -2.04369 2.11635 -0.40 -0.45 0.39 0.06
H -0.10376 -2.94020 1.46187 -0.27 -0.23 0.33 0.06
O -0.52487 -2.07814 1.46641 0.64 0.69 -0.64 -0.03
H -1.28998 2.50937 0.38495 0.15 0.72 0.39 0.07
H 0.11472 1.84817 0.74073 0.14 0.49 0.33 0.05
O -0.78077 1.70677 0.43097 -0.38 -1.04 -0.85 -0.03
H 1.68795 -0.81408 -0.52700 0.60 -0.61 -0.46 0.04
H 1.12231 -0.03572 0.56350 0.21 0.73 -0.05 -0.01
O 1.41096 0.08143 -0.36694 -0.50 -0.16 0.20 -0.07
H 1.81755 -0.07383 2.77924 0.15 0.17 0.10 0.07
H 0.48858 -0.58802 2.23156 -0.02 0.22 0.23 0.02
O 1.01339 0.22965 2.34687 -0.30 -0.54 -0.19 -0.05
```
Positions in Å, forces in eV/Å.

## Properties
E_LUMO, eV: -4.7
Total charge: +1
HOMO-LUMO gap, eV: 10.12
Largest force on an atom, eV/A: 1.40
E_HOMO, eV: -14.84
Electronic energy, hartree: -400.75174

---

[2]
Computed, not measured: a cluster of 5 separate species, CH12NO4 in total at a distorted geometry, with the ωB97M-V functional and the def2-TZVPD basis.

The geometry in XYZ format:
```
18
Properties=species:S:1:pos:R:3:forces:R:3:lowdin_charge:R:1
C -0.66644 0.56915 1.36602 0.64 -2.83 -1.69 0.20
N -0.29638 -0.47943 0.66452 1.76 0.19 2.06 0.13
H -0.43486 0.40531 2.39149 -1.39 0.55 1.31 0.11
H -1.13697 1.37453 0.83745 0.62 1.05 0.14 0.12
H 0.46755 -0.34871 -0.02555 -1.66 0.05 -1.68 0.13
H -0.13169 -1.38983 1.24237 -0.12 1.69 -0.31 0.08
H 1.39348 -2.25849 -5.03227 -2.00 -0.17 0.40 0.09
H -0.25969 -2.21035 -4.30861 2.67 -0.29 -1.59 0.10
O 0.73105 -2.00522 -4.34505 -0.91 0.43 1.05 -0.10
H -0.11496 -1.42019 -1.75463 -1.82 -2.59 1.06 -0.02
H 0.52330 -0.87084 -2.92256 0.64 0.55 0.78 0.04
O 0.37030 -0.67559 -1.95647 1.45 2.01 -1.79 -0.06
H -0.59828 -2.79784 3.04422 -1.07 -0.59 2.10 0.05
H 0.00939 -3.40201 1.76980 -0.22 0.85 0.73 0.12
O -0.19735 -2.56158 2.24721 1.40 -0.89 -2.55 0.00
H 0.78918 5.81464 2.35951 3.77 -1.49 -0.34 -0.02
H -0.47192 6.02953 1.81524 -0.95 0.37 -0.21 0.03
O 0.02429 6.22692 2.60731 -2.81 1.13 0.53 -0.01
```
Positions in Å, forces in eV/Å.

## Properties
E_LUMO, eV: -5.7
Total charge: +1
HOMO-LUMO gap, eV: 8.00
Largest force on an atom, eV/A: 4.06
E_HOMO, eV: -13.74
Electronic energy, hartree: -400.66453

---

[3]
Computed, not measured: a structure of composition CH12Na4O9 at a distorted geometry, with the ωB97M-V functional and the def2-TZVPD basis.

The geometry in XYZ format:
```
26
Properties=species:S:1:pos:R:3:forces:R:3:lowdin_spin:R:1
Na -0.73787 -2.81721 -1.28017 0.25 0.16 0.30 0.18
Na 0.93992 2.02910 -1.79160 -0.33 -0.32 0.71 0.04
Na -1.74128 -1.30852 3.07256 0.50 0.43 -0.41 0.15
Na -2.83109 -0.35882 -0.63327 0.00 0.03 -0.03 0.35
C -0.15069 -0.20402 -0.07388 -0.34 1.05 2.97 0.04
O -0.47323 -1.19588 0.62718 -0.34 -2.24 1.67 0.07
O -0.33125 -0.23324 -1.27332 -0.41 -1.10 -6.89 0.04
O 0.15619 0.91393 0.40960 1.34 1.93 1.32 0.01
O -0.95149 3.63632 0.69846 -0.06 0.29 -0.57 0.00
H -0.66217 2.72420 0.72216 0.09 -0.47 0.12 0.00
H -0.41527 4.07539 1.35869 0.04 0.19 0.23 0.00
O 2.60332 2.03888 1.32389 0.31 0.27 -0.29 0.00
H 2.55373 2.50091 2.16073 0.17 0.14 0.22 0.00
H 1.70590 1.75229 1.15443 -0.49 -0.50 -0.02 0.00
O -1.30641 1.18960 2.52790 -0.96 -0.60 1.76 0.03
H -2.14587 1.13132 2.07166 -0.38 0.43 -0.22 0.02
H -0.65724 0.94579 1.86808 0.98 -0.09 -0.97 0.00
O -1.38735 -0.36054 -3.88064 -0.07 0.21 -0.32 0.02
H -1.04859 -0.16108 -3.00788 0.21 0.02 0.49 0.00
H -1.74888 -1.24332 -3.80176 -0.17 -0.24 -0.23 0.01
O 1.17597 -2.75596 -2.83963 -0.61 -0.25 0.36 0.01
H 0.94208 -1.88107 -2.52962 0.14 0.79 -0.13 0.00
H 2.11370 -2.70248 -3.02407 0.30 -0.19 -0.07 0.00
O 1.71761 -2.35553 2.25284 0.07 -0.06 0.37 0.00
H 1.02778 -2.04997 1.66377 -0.40 0.43 -0.45 0.00
H 1.65251 -3.31008 2.22389 0.17 -0.30 0.07 0.00
```
Positions in Å, forces in eV/Å.

## Properties
2S+1: 2
E_LUMO (alpha / beta), eV: -3.5 / -3.7
Total charge: +1
HOMO-LUMO gap (alpha / beta), eV: 4.27 / 8.92
Largest force on an atom, eV/A: 6.99
E_HOMO (alpha / beta), eV: -7.75 / -12.67
Electronic energy, hartree: -1371.59486

---

> Look up the total charge of the third one.

+1

---

> The highest electronic energy belongs to which entry?

number 2